{
  "formula": "C26H31BF6O2S2",
  "method": "ωB97M-V/def2-TZVPD",
  "total_charge": 0,
  "total_energy_ev": -70211.4442,
  "homo_ev": -6.1,
  "gap_ha": 0.091,
  "de_lowest_ev": 0.0000,
  "species": ["C", "C", "C", "C", "C", "C", "O", "B", "C", "C", "C", "C", "F", "F", "F", "C", "C", "C", "F", "F", "F", "C", "C", "C", "C", "C", "C", "C", "C", "C", "O", "H", "H", "H", "H", "H", "H", "H", "H", "H", "H", "H", "H", "H", "H", "H", "H", "H", "H", "H", "H", "H", "H", "H", "H", "C", "C", "S", "C", "S", "C", "H", "H", "H", "H", "H", "H", "H"],
  "coordinates": [[-2.9794, 3.2326, 3.8273], [-2.9045, 2.7744, 2.3848], [-4.3210, 2.3735, 1.9595], [-2.2327, 3.8075, 1.3617], [-3.1905, 4.8303, 0.7697], [-1.0789, 4.5669, 2.0080], [-1.7050, 2.9635, 0.3426], [-1.5465, 1.6725, 0.9359], [-2.2521, 0.4932, 0.0902], [-2.6978, -0.6516, 0.7362], [-3.2803, -1.6733, -0.0057], [-3.6628, -2.9647, 0.6704], [-5.0027, -3.2266, 0.5540], [-2.9992, -4.0324, 0.1230], [-3.3705, -2.9581, 2.0050], [-3.5004, -1.5433, -1.3714], [-3.1165, -0.3585, -1.9766], [-3.3181, -0.1455, -3.4537], [-2.1875, 0.3747, -4.0308], [-3.6201, -1.2926, -4.1233], [-4.3317, 0.7474, -3.6995], [-2.5256, 0.6753, -1.2518], [0.4231, 1.3170, 0.9165], [0.6847, 0.1404, 0.0263], [0.7760, 1.2402, 2.3481], [1.6437, 2.1798, 2.9417], [2.0768, 2.0306, 4.2605], [1.6108, 0.9649, 5.0386], [0.6759, 0.0703, 4.4934], [0.2572, 0.2197, 3.1685], [-2.0328, 1.6611, 2.2845], [-3.5925, 4.1420, 3.8953], [-3.4681, 2.4545, 4.4260], [-1.9870, 3.4258, 4.2456], [-5.0172, 3.2058, 2.1294], [-4.3798, 2.0709, 0.9062], [-4.6570, 1.5337, 2.5823], [-3.6097, 5.4568, 1.5705], [-2.6483, 5.4911, 0.0828], [-4.0130, 4.3572, 0.2223], [-1.4534, 5.2850, 2.7482], [-0.3654, 3.8877, 2.4946], [-0.5471, 5.1295, 1.2308], [-2.6035, -0.7669, 1.8095], [-3.9516, -2.3440, -1.9480], [-2.2738, 1.6017, -1.7584], [0.7281, 2.2732, 0.4726], [0.3181, 0.3508, -0.9857], [1.7594, -0.0540, -0.0423], [0.1918, -0.7697, 0.3951], [2.0044, 3.0120, 2.3255], [2.7804, 2.7566, 4.6813], [1.9452, 0.8462, 6.0708], [0.2724, -0.7449, 5.0945], [-0.4629, -0.4848, 2.7498], [7.5714, -1.7275, -0.4176], [7.4599, -0.2859, -0.8741], [6.0511, 0.6591, -0.1957], [4.7020, -0.3170, -0.4312], [4.7487, -1.9761, -0.1578], [6.3535, -2.5293, -0.8333], [8.4349, -2.1634, -0.9275], [7.7391, -1.7896, 0.6607], [8.3267, 0.2959, -0.5368], [7.3687, -0.2311, -1.9671], [3.7515, 0.1652, -0.6375], [6.2377, -2.5195, -1.9254], [6.4246, -3.5610, -0.4681]],
  "atomic_forces_ev_per_a": [[0.1, 0.2, 0.1], [0.1, 0.5, -0.5], [-0.2, 0.0, -0.1], [-0.2, 0.0, 0.6], [-0.2, 0.0, -0.1], [0.2, 0.1, 0.2], [-0.4, 0.2, 0.3], [0.8, -0.9, -0.3], [0.3, 0.9, 0.4], [-0.1, -0.7, -0.5], [-0.1, -0.2, 0.4], [-0.2, -0.2, 0.3], [1.0, 0.0, 0.1], [-0.6, 0.6, 0.4], [-0.3, -0.2, -1.0], [0.1, 0.0, -0.1], [-0.1, 0.1, -0.4], [-0.1, 0.2, -0.3], [-0.9, -0.4, 0.2], [0.2, 0.8, 0.3], [0.8, -0.7, 0.0], [-0.1, -0.7, -0.4], [-1.5, 0.9, 0.6], [-0.3, 0.0, 0.1], [0.2, -0.2, -0.2], [0.1, -0.2, -0.1], [-0.1, 0.0, 0.0], [-0.2, 0.1, -0.1], [0.1, 0.3, -0.4], [0.5, -0.3, 0.4], [0.0, 0.4, 0.1], [0.2, -0.1, 0.1], [0.1, 0.1, -0.1], [-0.2, 0.0, -0.1], [0.1, -0.2, -0.1], [0.1, 0.1, 0.2], [0.1, 0.1, -0.2], [0.0, -0.2, -0.2], [-0.1, -0.1, 0.1], [0.2, 0.1, 0.1], [0.1, -0.1, -0.1], [-0.2, 0.1, -0.1], [-0.1, -0.1, 0.1], [0.2, 0.1, -0.1], [0.1, 0.1, 0.1], [0.1, 0.0, 0.2], [0.1, -0.3, 0.1], [0.1, -0.2, 0.2], [0.4, -0.3, 0.0], [0.2, 0.1, -0.2], [-0.1, -0.3, 0.3], [-0.3, -0.3, -0.1], [-0.1, 0.0, -0.3], [0.1, 0.2, -0.1], [0.2, 0.2, 0.1], [-0.1, 0.1, 0.0], [0.1, 0.0, 0.3], [0.0, 1.0, -0.7], [0.8, -0.4, 0.3], [-0.9, -0.4, -0.7], [0.1, -0.1, 0.3], [0.0, 0.0, 0.1], [0.0, 0.0, -0.1], [-0.2, -0.1, -0.2], [0.1, 0.1, 0.3], [0.0, -0.1, 0.6], [0.0, -0.2, 0.3], [0.0, 0.2, -0.2]],
  "lowdin_charge": [-0.01, -0.48, -0.01, -0.47, -0.02, -0.01, 0.07, -0.72, -0.07, 0.04, -0.10, -0.51, 0.11, 0.11, 0.11, 0.05, -0.10, -0.52, 0.11, 0.11, 0.11, 0.04, -0.16, -0.08, -0.23, -0.06, -0.10, -0.11, -0.08, -0.03, 0.05, 0.09, 0.09, 0.09, 0.09, 0.09, 0.10, 0.09, 0.09, 0.08, 0.09, 0.08, 0.09, 0.12, 0.13, 0.14, 0.12, 0.09, 0.04, 0.09, 0.11, 0.10, 0.09, 0.10, 0.11, -0.29, -0.44, 0.96, -0.75, 0.97, -0.44, 0.12, 0.12, 0.09, 0.10, 0.02, 0.10, 0.09]
}

{
  "formula": "C26H31BrCrIN8O3S3",
  "method": "ωB97M-V/def2-TZVPD",
  "total_charge": 2,
  "total_energy_ev": -184584.2921,
  "s2": 0.7839,
  "homo_ev": [-12.6, -12.6],
  "gap_ha": [0.187, 0.224],
  "de_lowest_ev": 2.4230,
  "spin_multiplicity": 2,
  "species": ["Cr", "C", "C", "N", "C", "C", "S", "C", "C", "S", "C", "N", "C", "H", "H", "H", "H", "H", "H", "H", "H", "N", "C", "C", "C", "C", "C", "C", "S", "O", "O", "N", "C", "N", "C", "C", "C", "N", "H", "H", "H", "H", "H", "H", "H", "H", "H", "Br", "C", "C", "C", "C", "C", "C", "I", "H", "H", "H", "H", "N", "N", "H", "H", "H", "H", "C", "C", "O", "H", "H", "H", "H", "H", "H"],
  "coordinates": [[-0.4184, 0.6058, -0.7559], [-2.9765, 2.7013, -1.0541], [-2.4084, 2.2186, -2.3524], [-1.4385, 1.3227, -2.5310], [-1.2258, 1.0855, -3.9216], [-2.0454, 1.8295, -4.7031], [-3.0778, 2.8101, -3.7865], [-0.2685, 0.1523, -4.5688], [-0.2626, -0.0625, -5.9133], [0.9474, -1.1759, -6.3325], [1.3886, -1.3292, -4.6749], [0.6815, -0.5705, -3.8846], [2.4625, -2.2877, -4.2445], [-2.2440, 2.6583, -0.2569], [-3.8505, 2.1009, -0.7854], [-3.3235, 3.7303, -1.1552], [-2.0966, 1.8439, -5.7836], [-0.9010, 0.3650, -6.6779], [2.1222, -3.3187, -4.3679], [2.7155, -2.1414, -3.1950], [3.3631, -2.1674, -4.8512], [2.1024, 1.5011, 7.2315], [1.7758, 0.9250, 6.0488], [2.7859, 0.4933, 5.1651], [2.4637, -0.0660, 3.9586], [1.1182, -0.2224, 3.6161], [0.0982, 0.1776, 4.4826], [0.4246, 0.7462, 5.6884], [0.7124, -0.8764, 2.0835], [-0.5921, -1.4968, 2.2102], [1.7820, -1.6756, 1.5856], [0.4696, 0.3965, 0.9728], [0.6512, 1.7478, 1.1811], [0.0113, 2.4001, 0.1895], [0.1445, 3.7247, 0.1139], [0.8601, 4.4142, 1.0619], [1.4470, 3.6562, 2.0679], [1.3602, 2.3277, 2.1272], [3.0564, 1.5303, 7.5385], [1.3971, 1.7159, 7.9084], [3.8268, 0.5954, 5.4553], [3.2397, -0.4129, 3.2826], [-0.9363, 0.0051, 4.2109], [-0.3570, 1.0329, 6.3831], [-0.3518, 4.2304, -0.7079], [0.9580, 5.4901, 1.0181], [2.0207, 4.1296, 2.8600], [-0.5246, -5.0545, -3.0409], [-1.5586, -4.8472, -1.4688], [-2.3469, -5.9217, -1.0841], [-3.1442, -5.8328, 0.0459], [-3.1505, -4.6721, 0.8007], [-2.3570, -3.5958, 0.4330], [-1.5616, -3.6855, -0.6977], [-0.3429, -2.0874, -1.4047], [-2.3271, -6.8249, -1.6800], [-3.7603, -6.6771, 0.3349], [-3.7669, -4.5990, 1.6879], [-2.3349, -2.7213, 1.0585], [-2.5865, 0.9988, 1.3727], [-2.2119, 0.1284, 0.2971], [-3.0834, 0.4607, 2.0697], [-3.2105, 1.7106, 1.0348], [-3.0040, -0.2250, -0.2186], [-1.7871, -0.6701, 0.7769], [3.2961, 0.2692, -0.6171], [2.8455, 1.0768, -1.7970], [1.4149, 1.4053, -1.7299], [4.3576, 0.0373, -0.7464], [2.7524, -0.6717, -0.5324], [3.1870, 0.8207, 0.3177], [3.0227, 0.5323, -2.7177], [3.3841, 2.0191, -1.8406], [1.1871, 1.7663, -2.5911]],
  "atomic_forces_ev_per_a": [[0.5, 0.1, 1.1], [0.0, 0.1, -0.2], [0.1, -0.1, -0.2], [0.1, -0.1, -0.4], [0.0, 0.0, 0.4], [-0.2, 0.2, -0.2], [-0.1, 0.1, 0.0], [0.1, -0.1, 0.4], [-0.2, 0.1, -0.4], [0.0, -0.1, 0.0], [0.0, 0.0, -0.1], [0.0, 0.2, 0.4], [-0.1, 0.1, -0.1], [0.0, 0.1, -0.1], [0.0, 0.0, -0.1], [0.0, 0.0, 0.0], [0.0, 0.0, 0.2], [0.2, -0.1, 0.2], [0.0, 0.1, 0.0], [0.0, 0.1, 0.0], [-0.1, 0.0, 0.1], [0.0, 0.0, -0.2], [0.0, 0.0, 0.1], [0.1, 0.1, 0.2], [-0.1, -0.1, -0.1], [0.0, 0.3, -0.2], [0.1, 0.0, -0.1], [0.0, 0.0, 0.1], [-0.3, -0.7, 0.8], [-0.2, 0.5, -0.7], [0.2, 0.2, -0.4], [-0.5, 0.2, -0.9], [-0.1, 0.3, 0.1], [-0.1, 0.0, 0.1], [-0.2, -0.2, -0.2], [0.1, 0.1, 0.1], [0.1, -0.1, 0.2], [0.1, 0.0, 0.0], [0.1, 0.0, 0.0], [-0.1, 0.0, 0.1], [-0.1, 0.0, 0.0], [-0.1, 0.1, 0.1], [0.1, 0.1, 0.0], [0.1, 0.0, 0.0], [0.0, -0.1, 0.0], [0.0, -0.1, 0.0], [0.0, 0.0, -0.1], [0.0, 0.0, 0.1], [0.1, 0.1, 0.0], [0.0, 0.0, 0.0], [0.0, -0.1, 0.0], [0.0, 0.0, 0.1], [0.1, 0.0, 0.0], [-0.1, 0.2, -0.1], [0.2, -0.4, -0.4], [0.0, 0.0, 0.0], [0.1, 0.1, 0.0], [0.0, 0.0, 0.0], [0.1, 0.1, 0.1], [0.2, 0.0, 0.3], [0.8, 0.1, 0.1], [-0.1, -0.1, 0.2], [-0.1, 0.0, 0.0], [-0.3, -0.2, -0.3], [0.0, -0.2, 0.1], [-0.1, -0.1, 0.1], [0.0, -0.1, 0.0], [0.0, -0.4, 0.2], [-0.1, 0.0, 0.0], [0.0, 0.0, 0.0], [0.0, 0.0, 0.0], [-0.1, -0.1, -0.2], [0.0, 0.2, 0.0], [-0.1, 0.0, -0.2]],
  "lowdin_charge": [0.60, -0.09, -0.61, -0.01, -0.26, -0.32, 1.19, -0.34, -0.34, 1.14, -0.63, -0.01, -0.07, 0.03, 0.10, 0.10, 0.09, 0.08, 0.08, 0.07, 0.09, 0.15, -0.29, -0.01, -0.05, -0.34, -0.05, -0.01, 0.64, -0.32, -0.28, -0.15, -0.45, 0.01, -0.07, 0.00, -0.05, 0.19, 0.11, 0.11, 0.12, 0.12, 0.11, 0.12, 0.13, 0.12, 0.13, 0.76, -0.73, -0.11, -0.05, -0.06, -0.13, -0.59, 1.29, 0.11, 0.12, 0.12, 0.07, 0.03, -0.12, 0.10, 0.05, 0.11, 0.01, -0.06, -0.21, -0.16, 0.10, 0.06, 0.08, 0.11, 0.13, 0.09]
}